The following is a quantum chemistry calculation of an isolated molecule of C31H35BF2O2S2 in a non-equilibrium geometry, from the Open Molecules 2025 dataset.

The geometry in ORCA input format:
```
! RIJCOSX wB97M-V def2-TZVPD def2/J DEFGRID3
* xyz 0 1
C -1.360 4.083 -3.587
C -1.783 3.121 -2.544
C -2.041 3.431 -1.214
C -2.474 2.332 -0.456
C -2.575 1.152 -1.218
B 1.862 0.177 0.878
C -3.222 -0.037 -0.909
C -2.881 -0.572 0.417
C -3.482 -1.967 0.398
C -4.071 -2.337 -0.759
C -4.671 -3.661 -1.073
S -3.928 -1.119 -2.012
O 1.490 0.321 -0.444
C 2.494 1.163 -1.053
C 3.448 0.243 -1.812
C 1.806 2.095 -2.029
C 3.181 1.837 0.210
C 4.661 2.112 0.065
C 2.474 3.118 0.662
O 2.998 0.850 1.255
S -2.137 1.481 -2.891
H -1.175 5.057 -3.126
H -0.440 3.748 -4.080
H -2.144 4.194 -4.347
H -1.930 4.443 -0.827
H -2.752 2.355 0.594
H -3.317 0.058 1.199
H -3.469 -2.621 1.269
H -5.348 -3.972 -0.271
H -5.223 -3.599 -2.017
H -3.883 -4.421 -1.182
H 4.181 0.832 -2.377
H 3.976 -0.440 -1.131
H 2.876 -0.360 -2.529
H 2.541 2.772 -2.491
H 1.332 1.513 -2.829
H 1.027 2.693 -1.541
H 4.816 2.851 -0.730
H 5.054 2.534 0.996
H 5.225 1.206 -0.179
H 2.713 3.947 -0.017
H 1.383 2.998 0.705
H 2.825 3.393 1.666
C 0.500 -5.715 -1.287
C 0.057 -4.342 -0.931
C -0.295 -4.070 0.387
F -0.207 -5.086 1.309
C -0.733 -2.825 0.803
C -0.790 -1.778 -0.124
C -1.336 -0.411 0.335
C -0.610 0.021 1.618
C 0.789 -0.434 1.895
C 1.273 -0.069 3.234
F 2.446 -0.635 3.606
C 0.627 0.728 4.119
C 1.244 1.050 5.439
C -0.628 1.234 3.732
C -1.215 0.868 2.514
C -0.468 -2.027 -1.451
C -0.055 -3.298 -1.856
H 0.842 -5.738 -2.324
H 1.324 -6.050 -0.645
H -0.313 -6.446 -1.178
H -1.010 -2.674 1.848
H -0.931 0.296 -0.406
H 0.947 -1.514 1.751
H 0.581 1.727 5.980
H 1.397 0.152 6.051
H 2.215 1.546 5.320
H -1.155 1.896 4.419
H -2.197 1.291 2.291
H -0.539 -1.216 -2.184
H 0.183 -3.487 -2.903
*
```

Orbital gap = 2.944 eV
Electronic energy = -64590.2624 eV
HOMO energy = -4.56 eV
ΔE to the lowest compared entry with this formula, charge and spin = 40.82 kJ/mol

---

The following is a quantum chemistry calculation of a structure of composition C27H21N5RuSe3Te in a non-equilibrium geometry, from the Open Molecules 2025 dataset.

The geometry in ORCA input format:
```
! RIJCOSX wB97M-V def2-TZVPD def2/J DEFGRID3
* xyz 4 5
Ru -0.341 -0.341 0.264
Se -0.342 -2.725 1.134
Se -1.909 -1.401 2.363
C -0.568 -0.224 3.086
C -0.380 -0.040 4.433
C 0.626 0.847 4.830
C 1.388 1.490 3.868
C 1.132 1.248 2.527
N 0.157 0.414 2.137
C -1.255 -2.774 -0.580
C -1.960 -3.826 -1.101
C -2.466 -3.658 -2.397
C -2.227 -2.478 -3.083
C -1.504 -1.462 -2.471
N -1.029 -1.616 -1.231
H -0.986 -0.565 5.161
H 0.814 1.014 5.884
H 2.178 2.175 4.146
H 1.692 1.740 1.744
H -2.110 -4.743 -0.546
H -3.041 -4.451 -2.859
H -2.598 -2.334 -4.089
H -1.301 -0.519 -2.962
Te 2.541 -0.401 -1.105
C 4.467 -0.037 -1.693
C 5.466 -1.005 -1.414
C 6.764 -0.746 -1.772
C 7.068 0.432 -2.476
C 6.078 1.392 -2.758
C 4.782 1.163 -2.381
C 2.460 -2.479 -1.341
C 2.671 -3.327 -0.251
C 2.631 -4.702 -0.449
C 2.381 -5.213 -1.718
C 2.165 -4.360 -2.793
C 2.209 -2.982 -2.614
H 5.203 -1.927 -0.910
H 7.555 -1.445 -1.534
H 8.077 0.597 -2.834
H 6.356 2.298 -3.279
H 4.009 1.886 -2.609
H 2.903 -2.930 0.731
H 2.821 -5.372 0.379
H 2.380 -6.284 -1.875
H 1.982 -4.765 -3.779
H 2.069 -2.324 -3.464
Se -4.565 1.074 -0.496
N -4.142 2.645 -1.159
C -2.821 2.750 -1.155
C -2.053 3.874 -1.568
C -0.692 3.786 -1.445
C -0.086 2.613 -0.943
N -0.763 1.542 -0.561
C -2.138 1.611 -0.647
N -2.854 0.589 -0.226
H -2.543 4.760 -1.952
H -0.054 4.611 -1.728
H 0.994 2.564 -0.865
*
```

Orbital gap (spin up / spin down) = 6.754 / 5.477 eV
Electronic energy = -241661.0370 eV
HOMO energy (spin up / spin down) = -19.61 / -19.80 eV
<S²> = 6.040
ΔE to the lowest compared entry with this formula, charge and spin = 20.15 kJ/mol

---

The following is a quantum chemistry calculation of a cluster of 4 separate species, C40H82Br2F3N7O7PS3 in total in a non-equilibrium geometry, from the Open Molecules 2025 dataset.

The geometry in ORCA input format:
```
! RIJCOSX wB97M-V def2-TZVPD def2/J DEFGRID3
* xyz 1 1
C 4.099 0.339 4.030
C 2.790 0.247 4.211
C 1.735 -0.266 3.279
N 2.150 -0.690 1.933
C 3.071 -1.833 1.874
C 4.347 -1.591 1.070
C 5.339 -2.738 1.175
F 6.375 -2.414 0.351
Br 6.073 -2.909 2.948
C 4.776 -4.088 0.602
F 5.742 -4.753 0.008
F 3.861 -3.780 -0.350
Br 3.911 -5.252 1.871
C 1.686 -0.107 0.853
N 0.999 1.068 0.930
C 1.715 2.244 1.476
O 3.058 1.920 1.688
C 3.764 3.046 2.229
C 4.181 4.049 1.155
O 4.086 5.330 1.736
C 5.006 6.277 1.207
C 4.785 6.572 -0.269
C 0.040 1.335 -0.192
C -1.228 0.491 0.018
S -2.497 0.602 -1.262
O -2.133 1.514 -2.294
O -3.726 0.750 -0.533
N -0.285 2.707 -0.358
C -1.092 3.407 0.339
C -1.412 3.237 1.807
C -1.770 4.557 -0.340
O 0.560 0.905 -1.466
C 1.785 0.288 -1.468
S 3.175 1.501 -1.434
P 1.934 -0.544 -3.187
S 0.267 -0.856 -4.100
N 1.893 -0.709 -0.374
C 1.046 -1.906 -0.711
C 0.389 -2.733 0.404
O -0.845 -3.241 -0.109
C -0.773 -4.323 -0.938
O -1.734 -4.934 -1.250
H 4.566 0.515 3.069
H 4.767 0.294 4.882
H 2.402 0.539 5.186
H 0.887 0.413 3.190
H 1.348 -1.172 3.764
H 2.568 -2.730 1.529
H 3.377 -2.040 2.900
H 4.854 -0.692 1.417
H 4.146 -1.487 0.005
H 1.611 3.078 0.782
H 1.271 2.534 2.439
H 3.155 3.560 2.980
H 4.641 2.630 2.722
H 5.209 3.863 0.823
H 3.525 3.969 0.278
H 6.035 5.939 1.390
H 4.855 7.184 1.792
H 5.295 7.498 -0.540
H 3.722 6.704 -0.475
H 5.184 5.780 -0.906
H -0.952 -0.568 0.037
H -1.695 0.667 0.981
H -2.478 -0.655 -1.764
H -2.402 3.631 2.030
H -0.689 3.842 2.362
H -1.350 2.208 2.151
H -1.444 4.638 -1.373
H -2.846 4.363 -0.304
H -1.601 5.494 0.196
H 3.888 0.933 -0.457
H 2.811 0.297 -3.872
H 2.694 -1.685 -2.878
H 0.237 -1.591 -1.377
H 1.663 -2.589 -1.298
H 0.099 -2.149 1.276
H 1.009 -3.581 0.698
H 0.241 -4.561 -1.307
C -5.849 3.446 -7.589
C -4.337 3.610 -7.559
N -3.851 4.262 -6.354
C -2.449 4.635 -6.431
C -1.400 3.518 -6.530
C -4.272 3.661 -5.100
C -3.891 2.197 -4.842
H -6.346 4.411 -7.482
H -6.150 3.009 -8.541
H -6.207 2.783 -6.801
H -4.037 4.233 -8.406
H -3.876 2.623 -7.726
H -2.221 5.261 -5.563
H -2.339 5.287 -7.303
H -1.237 3.022 -5.573
H -0.443 3.946 -6.838
H -1.673 2.763 -7.267
H -5.358 3.754 -5.029
H -3.885 4.284 -4.289
H -4.039 1.576 -5.727
H -4.519 1.789 -4.046
H -2.860 2.096 -4.519
C -1.116 2.218 9.199
C -0.597 0.789 9.217
N 0.703 0.638 8.579
C 1.084 -0.750 8.385
C 1.326 -1.633 9.616
C 1.753 1.515 9.077
C 2.116 1.436 10.565
H -1.179 2.598 8.178
H -2.114 2.248 9.637
H -0.489 2.894 9.781
H -1.300 0.155 8.671
H -0.603 0.429 10.257
H 1.982 -0.764 7.758
H 0.296 -1.217 7.784
H 2.282 -1.419 10.092
H 1.347 -2.681 9.314
H 0.537 -1.522 10.360
H 1.464 2.544 8.850
H 2.648 1.334 8.475
H 1.229 1.366 11.196
H 2.656 2.337 10.860
H 2.760 0.587 10.790
C -3.404 -9.138 -5.417
C -3.188 -7.802 -4.724
N -3.063 -6.686 -5.648
C -2.617 -5.464 -5.006
C -3.529 -4.809 -3.962
C -4.147 -6.538 -6.606
C -5.568 -6.341 -6.061
H -2.596 -9.348 -6.119
H -3.428 -9.936 -4.673
H -4.350 -9.174 -5.959
H -2.257 -7.852 -4.152
H -3.994 -7.657 -3.986
H -2.391 -4.734 -5.790
H -1.657 -5.687 -4.526
H -4.365 -4.282 -4.420
H -2.957 -4.073 -3.394
H -3.924 -5.531 -3.247
H -4.146 -7.418 -7.251
H -3.891 -5.705 -7.266
H -5.777 -7.004 -5.221
H -6.295 -6.567 -6.844
H -5.751 -5.317 -5.740
*
```

Orbital gap = 5.908 eV
Electronic energy = -257593.3029 eV
HOMO energy = -9.18 eV

---

The following is a quantum chemistry calculation of a cluster of 2 separate species, C2H8N2O3P in total in a non-equilibrium geometry, from the Open Molecules 2025 dataset.

The geometry in ORCA input format:
```
! RIJCOSX wB97M-V def2-TZVPD def2/J DEFGRID3
* xyz -1 1
C 1.267 0.185 0.908
C 0.106 -0.657 0.249
N -0.959 1.552 -2.275
N 2.057 -0.849 1.554
O -0.649 -1.483 1.067
O -2.154 0.843 1.304
O -2.592 -0.700 -0.692
P -1.656 -0.121 0.282
H 1.624 0.913 0.231
H 0.886 0.834 1.674
H 0.627 -1.282 -0.640
H -0.964 0.874 -3.052
H -0.235 1.261 -1.646
H -1.851 1.280 -1.722
H 1.503 -1.644 1.485
H 2.989 -1.005 1.272
*
```

Orbital gap = 8.686 eV
Electronic energy = -20616.9458 eV
HOMO energy = -4.71 eV
ΔE to the lowest compared entry with this formula, charge and spin = 225.30 kJ/mol

---

The following is a quantum chemistry calculation of a structure of composition C10H30LiO5S4 in a non-equilibrium geometry, from the Open Molecules 2025 dataset.

The geometry in ORCA input format:
```
! RIJCOSX wB97M-V def2-TZVPD def2/J DEFGRID3
* xyz 1 1
Li 4.734 32.668 43.863
C 7.016 33.198 41.073
C 7.085 31.801 40.406
O 8.186 31.032 40.717
H 6.097 33.724 40.473
H 8.032 33.770 41.066
H 6.762 32.899 42.001
H 6.785 31.901 39.427
H 6.411 31.031 40.569
H 8.950 31.345 40.336
C 1.831 31.547 41.402
S 2.931 32.967 40.987
O 3.995 32.831 42.059
C 3.533 32.270 39.468
H 2.384 30.592 41.490
H 1.168 31.690 40.682
H 1.446 31.670 42.509
H 4.006 31.327 39.773
H 4.404 32.952 39.242
H 2.807 32.383 38.876
C 5.999 28.574 42.701
S 6.731 30.063 43.504
O 5.624 30.920 44.114
C 7.469 29.258 44.921
H 5.622 29.039 41.858
H 5.350 28.000 43.405
H 6.742 27.777 42.411
H 7.998 29.895 45.554
H 8.154 28.656 44.630
H 6.720 28.965 45.835
C 3.215 35.524 44.176
S 4.758 35.515 44.995
O 5.511 34.266 44.382
C 5.728 36.880 44.463
H 2.709 36.545 44.404
H 2.764 34.820 44.541
H 3.242 35.478 43.039
H 5.846 37.033 43.486
H 6.617 36.562 44.685
H 5.560 37.969 44.937
C 3.524 30.919 47.191
S 2.535 31.010 45.755
O 3.124 32.206 44.865
C 2.901 29.418 45.001
H 4.436 30.641 46.867
H 3.226 30.133 47.848
H 3.445 31.806 47.716
H 2.808 29.439 44.012
H 2.202 28.699 45.613
H 3.987 28.951 45.299
*
```

Orbital gap = 9.896 eV
Electronic energy = -64627.6924 eV
HOMO energy = -11.75 eV
ΔE to the lowest compared entry with this formula, charge and spin = 186.43 kJ/mol

---

The following is a quantum chemistry calculation of a cluster of 6 separate species, C16H33NO17 in total in a non-equilibrium geometry, from the Open Molecules 2025 dataset.

The geometry in ORCA input format:
```
! RIJCOSX wB97M-V def2-TZVPD def2/J DEFGRID3
* xyz 0 1
C 0.752 0.735 1.358
N -0.469 0.530 0.515
O -0.330 0.589 -0.686
O -1.528 0.388 1.093
H 0.850 -0.050 2.097
H 0.680 1.735 1.774
H 1.563 0.696 0.639
C -5.659 3.514 -5.681
O -5.218 2.568 -4.715
C -4.200 2.839 -3.917
O -3.492 3.811 -3.992
O -4.103 1.840 -3.044
C -3.062 1.980 -2.078
H -6.600 3.117 -6.056
H -5.001 3.490 -6.549
H -5.777 4.488 -5.216
H -3.206 1.191 -1.345
H -3.193 2.901 -1.509
H -2.056 1.947 -2.485
C 5.612 -1.642 3.448
O 4.637 -2.038 2.528
C 3.455 -1.402 2.587
O 3.167 -0.583 3.403
O 2.635 -1.773 1.620
C 3.081 -2.668 0.601
H 5.887 -0.585 3.385
H 6.538 -2.162 3.190
H 5.398 -1.880 4.491
H 4.004 -2.256 0.191
H 2.431 -2.773 -0.265
H 3.275 -3.667 0.990
C -1.357 -0.267 4.989
O -1.420 1.119 5.253
C -2.618 1.664 5.334
O -3.665 1.146 5.048
O -2.469 2.916 5.778
C -3.602 3.648 6.215
H -1.633 -0.856 5.864
H -0.307 -0.514 4.814
H -1.847 -0.612 4.079
H -3.851 4.363 5.429
H -3.356 4.134 7.153
H -4.493 3.027 6.318
C -2.230 -2.122 -1.771
O -2.282 -2.833 -3.002
C -1.242 -3.589 -3.295
O -0.133 -3.492 -2.838
O -1.597 -4.440 -4.240
C -0.603 -5.154 -4.934
H -2.127 -2.773 -0.900
H -3.156 -1.570 -1.655
H -1.345 -1.487 -1.778
H 0.189 -5.516 -4.271
H -0.039 -4.486 -5.594
H -1.066 -5.974 -5.469
C 2.130 -0.125 -2.432
O 3.183 -0.288 -1.489
C 3.723 0.770 -0.896
O 3.203 1.855 -0.838
O 4.854 0.405 -0.336
C 5.682 1.423 0.200
H 1.513 -1.018 -2.429
H 2.556 0.024 -3.425
H 1.503 0.739 -2.229
H 6.625 0.937 0.451
H 5.243 1.900 1.073
H 5.967 2.166 -0.547
*
```

SMILES string = C[N+](=O)[O-].COC(=O)OC.COC(=O)OC.COC(=O)OC.COC(=O)OC.COC(=O)OC
Orbital gap = 10.933 eV
Electronic energy = -53421.3628 eV
HOMO energy = -10.55 eV
ΔE to the lowest compared entry with this formula, charge and spin = 0.00 kJ/mol

---

The following is a quantum chemistry calculation of an isolated molecule of C2H3F2NS in a non-equilibrium geometry, from the Open Molecules 2025 dataset.

The geometry in ORCA input format:
```
! RIJCOSX wB97M-V def2-TZVPD def2/J DEFGRID3
* xyz 0 1
F 0.959 0.240 -2.170
C 1.002 0.416 -0.829
F 2.238 -0.125 -0.423
C -0.059 -0.337 -0.200
N -0.684 0.190 0.789
S -1.832 -0.755 1.631
H 0.916 1.507 -0.561
H -0.151 -1.423 -0.498
H -2.390 0.286 2.260
*
```

SMILES string = FC(F)/C=N/S
Orbital gap = 10.076 eV
Electronic energy = -19881.8240 eV
HOMO energy = -9.66 eV
ΔE to the lowest compared entry with this formula, charge and spin = 100.92 kJ/mol

---

The following is a quantum chemistry calculation of a cluster of 2 separate species, C3H11NS in total in a non-equilibrium geometry, from the Open Molecules 2025 dataset.

The geometry in ORCA input format:
```
! RIJCOSX wB97M-V def2-TZVPD def2/J DEFGRID3
* xyz 0 1
C -0.630 -0.428 -1.206
S 0.126 -0.686 -2.784
C 0.852 -2.369 -2.704
H 0.211 -0.368 -0.575
H -1.336 -1.273 -0.943
H -1.258 0.499 -1.185
H 1.114 -2.524 -3.756
H 1.556 -2.456 -1.866
H 0.195 -3.250 -2.585
C -0.758 1.954 4.850
N 0.411 2.206 3.980
H -0.534 1.127 5.525
H -1.599 1.639 4.248
H -1.049 2.806 5.458
H 0.617 1.362 3.360
H 0.402 3.029 3.369
*
```

SMILES string = CSC.CN
Orbital gap = 9.255 eV
Electronic energy = -15613.6157 eV
HOMO energy = -8.49 eV
ΔE to the lowest compared entry with this formula, charge and spin = 109.52 kJ/mol

---

Among the records above, which one has the highest electronic energy? C3H11NS